C13H13KN6S3 | ωB97M-V/def2-TZVPD

As for the orbital gap (alpha / beta): 3.27 / 3.27 eV. The value obtained for the calculated total energy is -71461.504 eV. Its total charge is -2. The LUMO energy (alpha / beta) comes out at 3.37 / 3.37 eV.

Each line ends with the Löwdin charge.
Element x y z (Å)
N: -4.326 2.174 -1.852  0.02
H: -1.464 -2.397 -3.007  0.08
C: 2.231 -1.070 -0.054  -0.13
S: 1.799 -0.051 3.594  0.35
C: 0.505 0.098 4.691  -1.33
C: 1.166 -2.239 -2.247  -0.04
S: -0.874 0.993 4.253  0.34
N: -1.284 -0.356 7.688  0.08
H: -2.978 0.370 -2.494  0.13
H: 0.737 -2.685 -3.131  0.09
H: 2.627 -0.588 0.830  0.07
N: -1.220 0.425 -1.457  0.10
K: 0.283 1.502 0.982  0.43
C: -0.455 -0.425 6.882  -0.34
H: -4.736 2.988 -1.412  0.05
C: 2.343 -2.737 -1.749  -0.08
H: -4.938 1.371 -1.756  0.08
H: 1.915 4.585 -1.513  -0.17
N: 1.103 -0.579 -0.511  0.06
H: 1.005 3.224 -2.258  -0.18
C: -1.351 -1.340 -3.242  -0.03
C: 0.573 -0.524 5.951  -0.47
C: 2.905 -2.149 -0.616  -0.04
H: 2.749 3.031 -1.885  -0.17
C: -3.027 1.991 -1.330  -0.89
C: -0.707 -0.621 -2.068  -0.24
N: 2.589 -1.847 6.774  0.08
C: 1.686 -1.250 6.363  -0.34
H: -0.728 -1.248 -4.133  0.09
S: -2.383 3.149 -0.333  0.64
N: -2.421 0.886 -1.804  -0.05
H: 2.827 -3.579 -2.237  0.10
H: 3.826 -2.515 -0.188  0.10
C: 0.535 -1.144 -1.603  -0.23
H: -2.336 -0.957 -3.505  0.05
C: 1.822 3.515 -1.622  -0.20